The following is a quantum chemistry calculation of a structure of composition C44H54BrClLaN7O7P2S2 at a distorted geometry, from the Open Molecules 2025 dataset.

The total charge is -2. The energy is -7164.0628 a.u. The HOMO energy is -0.0874 Ha. The calculation puts the energy relative to the best compared isomer or geometry (same formula, charge and spin) at 0.0 kJ/mol.

Element x y z (Å)
La (3.886, -6.259, 21.008)
N (7.980, -5.631, 24.416)
C (8.068, -6.655, 24.975)
H (7.722, -5.005, 23.647)
S (1.421, -6.623, 21.730)
Br (3.845, -4.896, 18.433)
O (6.877, -4.328, 22.237)
S (6.006, -3.166, 22.295)
O (6.324, -2.127, 21.311)
O (4.566, -3.859, 21.883)
O (5.683, -2.665, 23.620)
O (5.937, -9.681, 21.817)
N (5.384, -8.626, 21.502)
O (4.728, -8.686, 20.442)
C (2.203, -10.865, 17.860)
P (1.463, -9.734, 19.157)
C (-0.310, -9.656, 18.838)
C (-0.890, -8.450, 19.358)
C (-2.259, -8.224, 19.172)
C (-3.004, -9.129, 18.442)
C (-2.431, -10.224, 17.828)
C (-1.095, -10.552, 18.127)
C (1.665, -10.909, 20.523)
C (0.661, -11.782, 20.954)
C (0.926, -12.722, 21.936)
C (2.157, -12.762, 22.518)
C (3.169, -11.942, 22.066)
C (2.934, -11.053, 21.065)
P (2.638, -10.234, 16.211)
C (2.579, -11.824, 15.270)
C (2.595, -11.775, 13.867)
C (2.866, -12.953, 13.136)
C (3.089, -14.145, 13.823)
C (2.962, -14.179, 15.217)
C (2.720, -13.018, 15.945)
C (1.196, -9.277, 15.630)
C (0.313, -9.864, 14.721)
C (-0.783, -9.169, 14.269)
C (-0.927, -7.855, 14.663)
C (0.034, -7.206, 15.439)
C (1.108, -7.930, 15.954)
H (1.577, -11.801, 17.791)
H (3.153, -11.177, 18.204)
H (-0.311, -7.677, 19.884)
H (-2.774, -7.312, 19.456)
H (-4.007, -8.841, 18.204)
H (-2.963, -10.817, 17.116)
H (-0.730, -11.548, 17.792)
H (-0.333, -11.778, 20.521)
H (0.117, -13.332, 22.320)
H (2.299, -13.407, 23.352)
H (4.168, -12.032, 22.512)
H (3.760, -10.376, 20.733)
H (2.502, -10.846, 13.311)
H (2.926, -12.954, 12.041)
H (3.367, -14.987, 13.219)
H (3.133, -15.072, 15.781)
H (2.690, -13.043, 16.990)
H (0.410, -10.901, 14.442)
H (-1.537, -9.672, 13.654)
H (-1.893, -7.424, 14.376)
H (-0.046, -6.159, 15.681)
H (1.793, -7.442, 16.612)
C (-0.996, -9.177, 26.612)
C (0.444, -9.357, 26.199)
C (0.911, -10.752, 26.624)
C (0.477, -9.379, 24.667)
C (1.283, -8.259, 26.815)
O (1.389, -8.439, 28.262)
C (0.641, -6.836, 26.631)
C (0.514, -6.079, 25.260)
C (-0.979, -5.825, 24.972)
C (-1.688, -6.521, 24.018)
C (-3.020, -6.362, 23.926)
C (-3.684, -5.453, 24.783)
Cl (-5.407, -5.103, 24.485)
C (-2.962, -4.765, 25.748)
C (-1.610, -4.956, 25.864)
C (2.704, -8.347, 26.346)
N (3.172, -7.370, 25.451)
C (3.537, -7.511, 24.196)
N (4.191, -6.460, 23.759)
C (4.183, -5.653, 24.856)
N (3.563, -6.166, 25.925)
H (-1.671, -9.886, 26.112)
H (-1.420, -8.229, 26.323)
H (-1.188, -9.406, 27.643)
H (0.394, -11.553, 26.043)
H (0.677, -10.921, 27.680)
H (1.977, -10.876, 26.513)
H (-0.257, -10.096, 24.288)
H (1.440, -9.709, 24.300)
H (0.234, -8.413, 24.166)
H (0.567, -8.092, 28.709)
H (1.305, -6.181, 27.192)
H (-0.310, -6.801, 27.152)
H (0.937, -6.634, 24.478)
H (1.013, -5.084, 25.289)
H (-1.136, -7.168, 23.308)
H (-3.561, -6.834, 23.146)
H (-3.477, -4.076, 26.365)
H (-1.009, -4.330, 26.507)
H (2.793, -9.265, 25.807)
H (3.452, -8.358, 27.217)
H (3.374, -8.425, 23.698)
H (4.644, -4.661, 24.885)
N (3.400, -1.847, 20.679)
C (2.121, -1.204, 20.565)
C (0.901, -2.183, 20.494)
N (0.884, -3.153, 19.430)
H (4.184, -1.224, 20.788)
H (3.616, -2.425, 19.831)
H (3.925, -3.115, 21.515)
H (2.110, -0.474, 19.749)
H (1.950, -0.618, 21.521)
H (0.013, -1.506, 20.462)
H (0.858, -2.702, 21.464)
H (0.940, -4.133, 19.771)
H (1.646, -3.155, 18.764)

***

The following is a quantum chemistry calculation of a structure of composition C44H54Cl3CsN6O3Si2 at a distorted geometry, from the Open Molecules 2025 dataset.

The total charge is -2. The energy is -4243.0560 a.u. The HOMO energy is -0.0219 Ha.

Element x y z (Å)
Cs (-0.717, -0.142, 1.034)
C (1.715, -2.206, -4.228)
C (2.582, -1.484, -5.028)
C (2.967, -0.211, -4.632)
C (2.465, 0.279, -3.426)
N (1.620, -0.404, -2.670)
C (1.243, -1.617, -3.061)
C (2.848, 1.649, -2.907)
C (3.899, 2.374, -3.470)
C (4.215, 3.616, -2.947)
C (3.480, 4.099, -1.877)
C (2.457, 3.303, -1.383)
N (2.143, 2.113, -1.880)
H (1.377, -3.195, -4.506)
H (2.943, -1.893, -5.965)
H (3.611, 0.383, -5.264)
H (0.522, -2.110, -2.424)
H (4.470, 1.974, -4.296)
H (5.028, 4.194, -3.371)
H (3.687, 5.062, -1.431)
H (1.856, 3.640, -0.544)
Cl (-6.634, 2.293, 5.620)
C (-5.511, 2.027, 4.293)
C (-4.153, 1.965, 4.543)
C (-3.291, 1.757, 3.487)
Cl (-1.567, 1.699, 3.815)
C (-3.685, 1.587, 2.122)
O (-2.868, 1.391, 1.180)
C (-5.105, 1.679, 1.963)
Cl (-5.733, 1.536, 0.347)
C (-5.989, 1.886, 3.000)
H (-3.765, 2.074, 5.546)
H (-7.050, 1.939, 2.796)
O (-2.554, 7.453, 1.204)
C (-2.819, 6.347, 2.026)
N (-1.744, 5.369, 2.016)
C (-0.511, 5.731, 2.421)
O (-0.252, 6.880, 2.784)
C (0.555, 4.665, 2.437)
C (1.770, 4.933, 3.048)
C (2.711, 3.918, 3.133)
C (2.393, 2.672, 2.602)
N (1.242, 2.420, 1.990)
C (0.352, 3.402, 1.907)
H (-1.736, 7.839, 1.550)
H (-3.708, 5.854, 1.640)
H (-2.996, 6.667, 3.058)
H (-1.948, 4.425, 1.732)
H (1.948, 5.917, 3.461)
H (3.665, 4.078, 3.616)
H (3.090, 1.844, 2.671)
H (-0.571, 3.120, 1.410)
N (4.538, -3.800, -1.397)
C (3.785, -2.651, -1.379)
N (2.867, -2.643, -0.467)
C (3.003, -3.869, 0.181)
C (2.268, -4.375, 1.253)
C (2.611, -5.632, 1.713)
C (3.654, -6.371, 1.128)
C (4.393, -5.876, 0.068)
C (4.042, -4.608, -0.389)
H (5.272, -4.014, -2.045)
H (3.955, -1.859, -2.094)
H (1.466, -3.798, 1.704)
H (2.060, -6.055, 2.543)
H (3.885, -7.356, 1.517)
H (5.196, -6.450, -0.377)
C (-1.748, -1.697, -4.912)
Si (-2.134, -0.894, -3.157)
C (-2.874, 0.844, -3.820)
C (-3.862, 0.824, -4.982)
C (-3.498, 1.643, -2.676)
C (-1.625, 1.612, -4.279)
C (-3.656, -2.081, -2.652)
C (-4.449, -1.444, -1.512)
C (-2.976, -3.340, -2.097)
C (-4.626, -2.531, -3.740)
H (-2.582, -1.726, -5.620)
H (-1.410, -2.733, -4.776)
H (-0.921, -1.166, -5.398)
H (-4.793, 0.319, -4.714)
H (-3.454, 0.321, -5.861)
H (-4.131, 1.849, -5.288)
H (-4.477, 1.255, -2.390)
H (-3.643, 2.695, -2.974)
H (-2.882, 1.632, -1.773)
H (-1.127, 1.118, -5.118)
H (-0.894, 1.696, -3.470)
H (-1.897, 2.629, -4.607)
H (-3.797, -0.932, -0.797)
H (-5.037, -2.196, -0.965)
H (-5.151, -0.692, -1.879)
H (-2.335, -3.108, -1.243)
H (-2.348, -3.829, -2.848)
H (-3.728, -4.073, -1.765)
H (-5.154, -1.691, -4.195)
H (-5.390, -3.214, -3.335)
H (-4.110, -3.064, -4.544)
C (-0.818, -5.683, 5.298)
Si (0.037, -4.015, 5.422)
C (1.835, -4.351, 5.865)
C (-0.727, -3.102, 6.872)
C (-0.094, -3.083, 3.909)
C (-0.185, -2.467, 2.837)
H (-0.695, -6.264, 6.217)
H (-0.407, -6.256, 4.464)
H (-1.885, -5.550, 5.109)
H (1.911, -5.051, 6.703)
H (2.339, -3.423, 6.144)
H (2.371, -4.769, 5.010)
H (-0.638, -3.693, 7.790)
H (-1.782, -2.893, 6.690)
H (-0.225, -2.144, 7.025)